# 1
Below is a molecular structure, C47H47BiIN7O3Se2Te, with properties calculated with the ωB97M-V functional and the def2-TZVPD basis.

Results
net charge = +1
2S+1 = 2
HOMO-LUMO gap (alpha / beta) = 7.46 / 6.38 eV
ΔE to the lowest compared entry with this formula, charge and spin = 0.000 eV
E_tot = -8011.27048 hartree

Atoms and positions in Å:
Bi  -0.790  1.849  -1.597
N  -3.828  2.965  -0.482
C  -4.284  2.233  0.597
C  -5.607  1.914  0.788
C  -6.018  1.136  1.891
C  -5.122  0.673  2.812
C  -3.748  0.967  2.637
C  -2.741  0.505  3.514
C  -1.432  0.794  3.265
C  -1.108  1.536  2.107
N  -2.012  1.979  1.263
C  -3.324  1.727  1.529
H  -2.952  3.459  -0.355
H  -4.516  3.485  -0.999
H  -6.348  2.282  0.085
H  -7.071  0.913  2.007
H  -5.441  0.083  3.663
H  -3.024  -0.088  4.378
H  -0.651  0.454  3.931
H  -0.068  1.752  1.867
Se  -1.973  5.335  -3.989
Se  -0.082  4.461  -2.922
C  -0.381  5.349  -1.243
C  0.273  6.534  -0.951
C  0.036  7.105  0.291
C  -0.826  6.470  1.171
C  -1.424  5.281  0.781
N  -1.208  4.722  -0.412
C  -2.748  3.655  -4.525
C  -3.421  3.629  -5.739
C  -4.045  2.450  -6.111
C  -3.964  1.351  -5.272
C  -3.253  1.474  -4.091
N  -2.653  2.609  -3.713
H  0.943  6.986  -1.669
H  0.520  8.035  0.565
H  -1.034  6.885  2.148
H  -2.098  4.748  1.444
H  -3.450  4.507  -6.370
H  -4.578  2.390  -7.051
H  -4.433  0.411  -5.532
H  -3.151  0.635  -3.411
O  1.512  0.043  -4.887
C  0.760  0.620  -4.187
N  -0.006  1.206  -3.482
N  -2.868  -2.523  -1.556
C  -2.546  -1.345  -1.016
O  -2.176  -0.395  -1.709
C  -2.649  -1.125  0.480
I  -3.634  -2.580  1.670
H  -2.796  -2.629  -2.554
H  -3.215  -3.282  -0.994
H  -3.202  -0.199  0.632
H  -1.645  -1.000  0.887
C  -0.609  -5.023  5.408
C  -0.068  -4.126  4.324
C  0.503  -2.897  4.625
C  1.006  -2.055  3.636
C  1.671  -0.764  4.072
C  0.927  -2.475  2.298
Te  1.671  -1.050  0.875
N  0.946  0.664  -0.689
C  1.740  1.703  -0.676
O  1.265  2.858  -1.041
C  3.187  1.630  -0.306
C  3.634  2.121  0.917
C  4.973  2.010  1.259
C  5.868  1.416  0.376
C  5.423  0.936  -0.849
C  4.081  1.039  -1.191
C  2.670  -2.342  -0.450
C  3.878  -2.883  0.025
C  4.430  -2.619  1.408
C  4.594  -3.720  -0.822
C  4.164  -4.003  -2.113
C  4.963  -4.906  -3.018
C  2.974  -3.435  -2.549
C  2.204  -2.606  -1.739
C  0.909  -2.068  -2.306
C  0.345  -3.708  1.962
C  0.235  -4.218  0.547
C  -0.130  -4.513  2.991
H  -0.523  -4.559  6.389
H  -0.067  -5.971  5.433
H  -1.660  -5.257  5.232
H  0.571  -2.584  5.662
H  1.522  -0.603  5.140
H  1.286  0.114  3.551
H  2.747  -0.791  3.886
H  2.933  2.589  1.598
H  5.321  2.388  2.213
H  6.914  1.330  0.643
H  6.121  0.481  -1.541
H  3.723  0.650  -2.139
H  4.520  -1.548  1.608
H  5.422  -3.057  1.510
H  3.790  -3.051  2.183
H  5.521  -4.156  -0.462
H  5.866  -5.267  -2.526
H  5.257  -4.381  -3.928
H  4.371  -5.773  -3.319
H  2.626  -3.638  -3.559
H  0.343  -2.876  -2.775
H  1.109  -1.316  -3.074
H  0.281  -1.592  -1.551
H  -0.081  -3.435  -0.143
H  -0.489  -5.031  0.492
H  1.195  -4.593  0.185
H  -0.576  -5.472  2.738

# 2
Below is a molecular structure, C5H5NO2, with properties calculated with the ωB97M-V functional and the def2-TZVPD basis.

Results
HOMO-LUMO gap = 8.67 eV
ΔE to the lowest compared entry with this formula, charge and spin = 5.460 eV
E_tot = -398.57784 hartree

Atoms and positions in Å:
C  -1.021  -0.648  0.533
C  -0.292  -0.717  -0.686
C  0.078  -0.824  -2.130
C  0.629  0.296  -0.630
C  0.648  0.923  0.573
H  -1.242  0.817  3.025
H  -1.906  -1.141  0.996
H  0.714  -1.683  -2.428
H  -0.685  -0.509  -2.890
H  1.084  1.727  1.077
N  -0.416  0.363  1.244
O  -0.456  0.213  2.616
O  1.043  0.296  -1.922

Number 1: maximum force 0.663 eV Å⁻¹. Number 2: maximum force 3.783 eV Å⁻¹.